Entry 1:
The following is a DFT calculation (ωB97M-V/def2-TZVPD) of the molecule CH2N2O2 in a non-equilibrium geometry.

Element x y z (Å)
H: 1.50636 -1.36992 0.14487
N: 0.62645 -1.00534 -0.26358
N: 0.84161 0.22727 -0.64373
C: -0.20150 0.95958 -0.29347
O: -0.64792 2.04918 -0.37262
O: -0.72710 -0.11929 0.88183
H: -1.39791 -0.74149 0.54670

Values from the calculation:
LUMO (alpha / beta) in eV: -1.5 / -1.7
F_max in Eh/bohr: 0.0524
ΔE to the lowest compared entry with this formula, charge and spin in kJ/mol: 518.88
SMILES: [H]/N=N/C(=O)O
HOMO-LUMO gap (alpha / beta) in eV: 8.13 / 8.04
Highest occupied orbital energy (alpha / beta) in eV: -9.7 / -9.8

Entry 2:
The following is a DFT calculation (ωB97M-V/def2-TZVPD) of a structure of composition C3H2FORb in a non-equilibrium geometry.

Element x y z (Å)
C: 0.72767 -2.65058 -0.45429
O: -1.08576 -1.12506 -0.30278
C: -0.05354 -0.52558 0.15781
C: 1.11694 -1.44435 0.02429
F: 1.44252 -3.31006 -1.40341
H: -0.00867 -3.30636 0.01381
H: 2.11875 -1.04683 -0.16233
Rb: 0.07943 2.95919 0.50317

Values from the calculation:
LUMO (alpha / beta) in eV: -1.1 / -1.1
F_max in Eh/bohr: 0.0497
ΔE to the lowest compared entry with this formula, charge and spin in kJ/mol: 24.42
HOMO-LUMO gap (alpha / beta) in eV: 4.31 / 4.31
Highest occupied orbital energy (alpha / beta) in eV: -5.4 / -5.4

- Number 1 is which compound?
  CH2N2O2

Please write out number 2 again, unchanged.
The following is a DFT calculation (ωB97M-V/def2-TZVPD) of a structure of composition C3H2FORb in a non-equilibrium geometry.

Element x y z (Å)
C: 0.72767 -2.65058 -0.45429
O: -1.08576 -1.12506 -0.30278
C: -0.05354 -0.52558 0.15781
C: 1.11694 -1.44435 0.02429
F: 1.44252 -3.31006 -1.40341
H: -0.00867 -3.30636 0.01381
H: 2.11875 -1.04683 -0.16233
Rb: 0.07943 2.95919 0.50317

Values from the calculation:
LUMO (alpha / beta) in eV: -1.1 / -1.1
F_max in Eh/bohr: 0.0497
ΔE to the lowest compared entry with this formula, charge and spin in kJ/mol: 24.42
HOMO-LUMO gap (alpha / beta) in eV: 4.31 / 4.31
Highest occupied orbital energy (alpha / beta) in eV: -5.4 / -5.4

- What is the formula in the second record?
  C3H2FORb

- Among the records above, which one has the highest F_max?
  CH2N2O2